Entry from the OMol25 dataset: a molecular structure, C22H25BrN3O5PRuTe (ωB97M-V/def2-TZVPD).

```
59
Properties=species:S:1:pos:R:3:nbo_charge:R:1
Ru -2.73 0.16 0.00 0.749
Br 7.87 -0.39 3.37 0.141
C 6.75 0.16 1.97 -0.057
C 5.95 -0.78 1.32 -0.242
C 5.12 -0.39 0.30 -0.165
C 5.07 0.97 -0.08 0.052
C 5.90 1.90 0.57 -0.164
C 6.73 1.50 1.59 -0.230
N 4.24 1.45 -1.05 -0.162
N 3.48 0.64 -1.71 -0.093
C 2.21 0.48 -1.59 0.071
C 1.73 -0.54 -2.52 -0.034
C 0.59 -1.24 -2.62 -0.394
C -0.63 -1.00 -1.89 0.798
O -1.59 -1.71 -1.77 -0.550
C 0.00 0.96 -0.45 0.492
N -0.78 1.45 0.50 -0.517
C -0.26 2.29 1.39 0.073
C 1.05 2.69 1.30 -0.240
C 1.86 2.13 0.33 -0.098
C 1.36 1.18 -0.58 -0.100
H 6.01 -1.82 1.62 0.242
H 4.51 -1.12 -0.22 0.216
H 5.88 2.94 0.25 0.239
H 7.37 2.21 2.09 0.249
H 2.54 -0.85 -3.18 0.261
H 0.53 -2.07 -3.30 0.270
H -0.93 2.66 2.17 0.226
H 1.46 3.41 2.00 0.257
H 2.89 2.43 0.26 0.265
C 0.71 -3.57 2.47 -0.635
C -0.77 -3.55 2.21 -0.054
O -1.11 -2.20 1.69 -0.837
P -2.49 -1.76 1.13 1.584
O -0.82 0.27 -1.33 -0.565
Te -3.90 -0.18 2.29 0.107
O -3.18 -3.07 0.68 -0.823
C -4.56 -3.19 0.17 -0.060
C -4.72 -2.51 -1.17 -0.641
H 0.98 -4.55 2.86 0.251
H 0.99 -2.82 3.21 0.229
H 1.27 -3.40 1.55 0.220
H -1.36 -3.70 3.11 0.205
H -1.07 -4.27 1.45 0.209
H -5.22 -2.78 0.93 0.201
H -4.71 -4.26 0.10 0.231
H -4.68 -1.42 -1.08 0.190
H -5.70 -2.76 -1.58 0.259
H -3.96 -2.84 -1.87 0.245
C -4.47 3.13 -2.87 -0.728
C -3.84 2.72 -1.59 0.692
C -3.58 3.75 -0.54 -0.728
O -3.55 1.54 -1.41 -0.673
H -4.45 4.21 -3.02 0.251
H -5.52 2.81 -2.84 0.278
H -4.00 2.61 -3.71 0.265
H -4.41 4.46 -0.48 0.269
H -2.70 4.32 -0.85 0.272
H -3.40 3.29 0.43 0.227
```

The total charge is +2. The calculation puts the LUMO energy (spin up / spin down) at -6.7 / -7.8 eV. The multiplicity is 5. The total energy comes out at -4671.4776 Eh. For the energy relative to the best compared isomer or geometry (same formula, charge and spin), the calculation gives 2.083 eV.



Entry from the OMol25 dataset: a molecular structure, C2H6N3S2 (ωB97M-V/def2-TZVPD).

```
13
Properties=species:S:1:pos:R:3:nbo_charge:R:1
C -1.33 0.59 0.80 -0.342
C -0.59 -2.41 -0.56 0.207
N -0.24 -0.31 0.51 -0.446
N -0.43 -1.37 -0.11 -0.003
N 1.96 0.83 -0.17 -0.952
S -3.00 0.03 0.47 0.166
S -2.03 1.50 -0.55 0.119
H -1.08 1.19 1.67 0.255
H 1.82 0.46 -1.13 0.425
H 2.86 0.55 0.30 0.440
H 0.92 0.34 0.22 0.423
H 1.98 1.79 -0.17 0.416
H -0.84 -3.19 -1.29 0.292
```

The total charge is +1. The calculation puts the LUMO energy at -3.5 eV. The multiplicity is 1. The total energy comes out at -1040.0733 Eh. For the energy relative to the best compared isomer or geometry (same formula, charge and spin), the calculation gives 3.778 eV.



Entry from the OMol25 dataset: 2 unconnected molecules or ions with the total composition C6H11P (ωB97M-V/def2-TZVPD).

```
18
Properties=species:S:1:pos:R:3:nbo_charge:R:1
C -0.60 0.80 -1.70 -0.297
C 2.73 -2.10 1.33 -0.407
C 1.49 -1.79 0.88 -0.189
C -1.08 1.89 -1.17 -0.285
C 0.52 -1.03 1.64 -0.678
C -2.46 2.05 -0.62 -0.628
P 0.12 -0.60 -2.25 0.362
H 3.14 -1.62 2.19 0.184
H 3.57 -2.59 0.73 0.198
H 1.23 -1.99 -0.14 0.206
H -0.57 2.80 -1.10 0.228
H -0.51 -1.11 1.15 0.224
H 0.53 0.09 1.46 0.229
H 0.51 -1.15 2.81 0.228
H -2.97 1.13 -0.50 0.227
H -2.98 2.74 -1.39 0.219
H -2.51 2.80 0.16 0.228
H -0.16 -0.32 -3.49 -0.048
```

The calculation puts the LUMO energy at 0.2 eV. The multiplicity is 1. The total energy comes out at -576.4120 Eh. For the energy relative to the best compared isomer or geometry (same formula, charge and spin), the calculation gives 2.873 eV.



Entry from the OMol25 dataset: a molecular structure, C20H18O5TeV (ωB97M-V/def2-TZVPD).

```
45
Properties=species:S:1:pos:R:3:nbo_charge:R:1
V -0.37 -0.31 -0.24 1.458
O -3.58 -0.93 1.17 -0.365
C -2.96 -0.19 0.52 0.758
O -1.58 0.13 0.89 -0.592
C -3.32 0.52 -0.77 -0.364
C -2.43 1.76 -1.00 0.121
C -2.87 2.58 -2.19 -0.446
C -2.44 1.71 -3.40 -0.438
C -1.86 0.49 -2.73 0.110
O -1.19 1.06 -1.51 -0.556
C -2.97 -0.35 -2.05 -0.367
C -2.48 -1.73 -1.73 0.836
O -2.83 -2.82 -1.75 -0.273
O -0.90 -1.53 -1.19 -0.598
H -4.38 0.74 -0.74 0.322
H -2.17 2.31 -0.10 0.263
H -3.95 2.75 -2.15 0.268
H -2.39 3.55 -2.19 0.272
H -3.25 1.45 -4.07 0.270
H -1.67 2.21 -3.99 0.270
H -1.13 -0.08 -3.30 0.259
H -3.84 -0.49 -2.69 0.328
Te 2.51 -0.05 -0.53 1.238
C 3.21 0.98 1.10 -0.371
C 3.55 0.33 2.30 -0.153
C 4.15 1.07 3.31 -0.195
C 4.39 2.43 3.12 -0.090
C 4.05 3.07 1.92 -0.171
C 3.46 2.35 0.90 -0.214
C 1.70 -1.75 0.38 -0.288
C 1.84 -3.02 -0.18 -0.216
C 1.10 -4.07 0.35 -0.085
C 0.19 -3.86 1.39 -0.155
C 0.01 -2.60 1.93 -0.062
C 0.77 -1.53 1.43 -0.403
H 3.40 -0.74 2.42 0.224
H 4.44 0.60 4.24 0.265
H 4.86 2.99 3.91 0.264
H 4.26 4.12 1.80 0.266
H 3.20 2.83 -0.04 0.237
H 2.53 -3.20 -1.00 0.269
H 1.24 -5.07 -0.05 0.276
H -0.38 -4.69 1.78 0.277
H -0.67 -2.43 2.75 0.265
H 0.77 -0.57 1.96 0.286
```

The total charge is +3. The calculation puts the LUMO energy (spin up / spin down) at -12.9 / -12.9 eV. The multiplicity is 1. The total energy comes out at -2360.0015 Eh. For the energy relative to the best compared isomer or geometry (same formula, charge and spin), the calculation gives 0.353 eV.



Entry from the OMol25 dataset: a molecular structure, C32H39Cl2NO8PS2Ti (ωB97M-V/def2-TZVPD).

```
86
Properties=species:S:1:pos:R:3:lowdin_charge:R:1
Ti 0.81 -0.44 0.54 0.934
C -1.97 -3.00 -2.36 -0.069
C -2.29 -3.74 -1.07 -0.368
C -3.80 -3.80 -0.87 -0.093
C -1.54 -3.21 0.15 -0.173
C -0.14 -3.07 0.16 -0.043
C 0.54 -2.86 1.36 -0.105
C -0.14 -2.72 2.58 -0.278
C 0.59 -2.56 3.88 -0.045
C -1.52 -2.75 2.54 -0.036
C -2.20 -3.00 1.36 -0.028
H -2.37 -1.99 -2.33 0.072
H -2.42 -3.53 -3.21 0.083
H -0.91 -2.94 -2.55 0.043
H -1.94 -4.77 -1.18 0.144
H -4.21 -2.80 -0.68 0.082
H -4.10 -4.45 -0.05 0.073
H -4.27 -4.18 -1.78 0.075
H 0.43 -3.21 -0.76 0.114
H 1.63 -2.89 1.36 0.122
H 0.15 -3.19 4.65 0.078
H 0.55 -1.52 4.20 0.079
H 1.65 -2.82 3.78 0.081
H -2.08 -2.61 3.46 0.116
H -3.28 -3.06 1.40 0.098
Cl 7.98 -0.29 1.89 0.603
C 6.34 -0.46 1.30 -0.684
C 6.15 -0.78 -0.04 -0.155
C 4.84 -0.91 -0.50 -0.582
Cl 4.57 -1.32 -2.15 0.756
C 3.74 -0.73 0.34 -0.330
O 2.50 -0.85 -0.15 -0.226
C 3.96 -0.40 1.71 -0.147
C 2.91 -0.20 2.62 -0.211
O 1.63 -0.32 2.39 -0.237
C 5.30 -0.27 2.17 -0.088
H 6.98 -0.93 -0.71 0.091
H 3.19 0.06 3.65 0.115
H 5.49 -0.03 3.20 0.103
C 1.41 2.82 3.63 -0.026
C 0.04 3.38 3.27 -0.610
C 0.16 4.55 2.30 -0.029
C -0.73 3.79 4.52 -0.031
O -0.76 2.31 2.69 -0.144
P -0.60 1.75 1.22 0.248
O -1.07 0.30 1.21 -0.335
O 0.81 1.79 0.71 -0.303
O -1.52 2.67 0.31 -0.145
C -2.97 2.58 0.20 -0.611
C -3.37 3.90 -0.44 -0.030
C -3.32 1.41 -0.72 -0.040
C -3.62 2.41 1.56 -0.031
H 1.99 3.59 4.16 0.090
H 1.95 2.52 2.74 0.076
H 1.29 1.95 4.28 0.090
H 0.71 5.36 2.78 0.090
H -0.83 4.93 2.03 0.083
H 0.68 4.26 1.40 0.084
H -0.20 4.58 5.05 0.086
H -0.84 2.93 5.18 0.088
H -1.72 4.15 4.24 0.080
H -2.84 4.03 -1.38 0.090
H -3.11 4.73 0.23 0.082
H -4.44 3.92 -0.63 0.086
H -2.82 1.53 -1.68 0.070
H -4.40 1.38 -0.88 0.089
H -2.99 0.47 -0.28 0.069
H -3.35 3.24 2.22 0.080
H -3.31 1.48 2.03 0.083
H -4.70 2.40 1.44 0.090
O 3.25 -2.43 -4.63 -0.344
S 1.83 -2.43 -4.46 0.617
O 1.12 -3.66 -4.73 -0.307
N 1.37 -1.85 -2.99 -0.090
C 0.66 -0.76 -3.11 -0.761
S -0.13 0.07 -1.85 0.762
C 0.50 -0.26 -4.51 -0.222
C -0.14 0.88 -4.96 -0.033
C -0.16 1.13 -6.33 -0.077
C 0.46 0.26 -7.22 -0.083
C 1.11 -0.88 -6.77 -0.041
C 1.11 -1.11 -5.41 -0.216
H -0.61 1.55 -4.25 0.094
H -0.65 2.02 -6.70 0.099
H 0.44 0.48 -8.28 0.098
H 1.60 -1.56 -7.45 0.118
```

The total charge is -1. The calculation puts the LUMO energy (spin up / spin down) at 2.3 / 2.3 eV. The multiplicity is 3. The total energy comes out at -4807.4209 Eh. For the energy relative to the best compared isomer or geometry (same formula, charge and spin), the calculation gives 0.285 eV.



Entry from the OMol25 dataset: a molecular structure, C17H31Cu2N3O (ωB97M-V/def2-TZVPD).

```
54
Properties=species:S:1:pos:R:3:nbo_charge:R:1
C 4.14 2.00 -2.05 -0.610
C 3.17 1.65 -0.89 -0.434
C 2.87 0.15 -0.93 -0.193
N 2.09 -0.42 0.25 -0.206
C 2.62 0.09 1.59 -0.221
C 2.05 -0.63 2.79 -0.422
C 2.09 -2.14 2.71 -0.415
C 1.65 -2.70 1.40 -0.410
C 2.20 -1.92 0.18 -0.209
C 0.62 -0.04 0.09 -0.427
H 4.36 3.06 -1.98 0.242
H 3.75 1.86 -3.05 0.216
H 5.09 1.47 -1.98 0.219
H 2.23 2.12 -1.17 0.223
H 3.62 1.95 0.06 0.226
H 3.83 -0.37 -0.88 0.222
H 2.30 -0.09 -1.82 0.209
H 3.67 -0.23 1.62 0.223
H 2.62 1.17 1.64 0.250
H 2.49 -0.23 3.70 0.265
H 0.97 -0.42 2.82 0.202
H 3.12 -2.49 2.79 0.210
H 1.58 -2.64 3.53 0.253
H 2.01 -3.72 1.24 0.249
H 0.55 -2.72 1.37 0.200
H 3.27 -2.09 0.22 0.221
H 1.77 -2.27 -0.75 0.212
H 0.17 -0.32 -0.86 0.206
H 0.65 1.05 0.21 0.251
H 0.08 -0.42 0.95 0.236
Cu -1.58 -2.61 -3.23 0.923
Cu -3.01 -0.27 -4.39 0.981
O -2.40 -0.78 -2.30 -1.363
H -2.01 -0.73 -1.42 0.495
N -4.09 -1.43 -0.16 -0.554
C -4.80 -0.33 0.28 -0.112
C -5.57 -0.77 1.33 -0.272
C -5.24 -2.12 1.64 -0.280
C -4.35 -2.48 0.67 -0.081
H -3.56 -1.49 -1.02 0.402
H -4.69 0.61 -0.24 0.207
H -6.22 -0.16 1.94 0.236
H -5.66 -2.70 2.44 0.242
H -3.86 -3.43 0.52 0.197
N -1.80 1.77 -1.24 -0.547
C -2.19 2.38 -0.08 -0.089
C -1.58 3.61 -0.04 -0.289
C -0.82 3.77 -1.22 -0.277
C -0.90 2.57 -1.89 -0.119
H -2.11 0.85 -1.56 0.404
H -2.84 1.85 0.60 0.227
H -1.65 4.31 0.78 0.242
H -0.26 4.67 -1.40 0.243
H -0.44 2.19 -2.79 0.194
```

The total charge is +2. The calculation puts the LUMO energy at -9.1 eV. The multiplicity is 1. The total energy comes out at -4186.1043 Eh.



Entry from the OMol25 dataset: a molecular structure, C22H26IIrN4O (ωB97M-V/def2-TZVPD).

```
55
Properties=species:S:1:pos:R:3:lowdin_charge:R:1
C -1.80 0.39 -3.30 -0.452
I -0.98 1.51 -5.58 -0.279
H -2.37 -0.38 -3.83 0.038
H -0.72 0.29 -3.48 -0.089
H -2.26 1.39 -3.44 -0.065
C 0.69 3.81 0.78 -0.087
C -0.42 4.21 0.12 -0.089
N -0.89 3.12 -0.58 -0.125
C -0.08 2.03 -0.36 -0.328
N 0.89 2.48 0.48 -0.142
H 1.32 4.35 1.46 0.103
H -0.93 5.15 0.10 0.103
C 1.94 -2.66 -2.54 -0.081
C 0.45 -1.36 -1.47 -0.368
N 1.71 -1.41 -1.99 -0.137
H 0.57 -4.39 -2.69 0.105
N -0.10 -2.58 -1.74 -0.122
H 2.89 -2.92 -2.99 0.103
Ir -0.45 0.13 -0.61 1.297
C -2.02 0.04 -1.76 -0.637
O -3.12 -0.33 -1.36 -0.101
C 0.81 -3.38 -2.40 -0.079
C -1.42 -3.06 -1.40 -0.035
H -1.34 -4.11 -1.11 0.082
H -2.09 -2.99 -2.26 0.092
H -1.85 -2.49 -0.57 0.076
C 2.72 -0.37 -1.94 -0.045
H 3.45 -0.56 -2.73 0.081
H 3.24 -0.37 -0.98 0.080
H 2.26 0.61 -2.09 0.078
C 1.99 1.72 1.04 -0.052
H 2.93 2.27 0.89 0.082
H 2.07 0.76 0.54 0.034
H 1.83 1.54 2.11 0.102
C -2.07 3.22 -1.41 -0.029
H -1.82 3.19 -2.47 0.078
H -2.52 4.19 -1.19 0.079
H -2.81 2.44 -1.19 0.084
C 2.03 -1.88 4.03 -0.192
C 2.25 -2.04 2.65 -0.176
C 1.28 -1.60 1.75 -0.145
C 0.09 -0.97 2.18 -0.220
C -0.90 -0.40 1.29 -0.297
C -2.11 0.09 1.77 -0.165
C -2.30 0.21 3.16 -0.165
C -1.31 -0.19 4.05 -0.111
C -0.13 -0.81 3.59 -0.219
C 0.87 -1.26 4.49 -0.133
H 2.78 -2.25 4.73 0.063
H 3.16 -2.51 2.28 0.068
H 1.44 -1.74 0.69 0.054
H -2.87 0.37 1.04 0.064
H -3.22 0.65 3.54 0.065
H -1.44 -0.05 5.12 0.081
H 0.70 -1.14 5.56 0.071
```

The total charge is -2. The calculation puts the LUMO energy (spin up / spin down) at 4.8 / 4.7 eV. The multiplicity is 5. The total energy comes out at -1550.0156 Eh.



Entry from the OMol25 dataset: 6 unconnected molecules or ions with the total composition C5H24N2O5 (ωB97M-V/def2-TZVPD).

```
36
Properties=species:S:1:pos:R:3:nbo_charge:R:1
C -2.90 0.91 1.08 -0.423
N -1.78 1.69 0.57 -0.654
C -1.48 1.50 -0.84 -0.058
C -0.10 2.07 -1.13 -0.422
C 0.83 1.15 -1.93 -0.209
N 1.58 0.14 -1.17 -0.894
C -2.55 2.10 -1.76 -0.626
H -2.97 1.06 2.16 0.204
H -3.90 1.11 0.65 0.171
H -2.64 -0.14 0.92 0.203
H -1.86 2.66 0.87 0.366
H -1.43 0.42 -1.00 0.184
H -0.18 3.00 -1.70 0.201
H 0.43 2.31 -0.21 0.215
H 0.22 0.60 -2.64 0.169
H 1.47 1.81 -2.50 0.200
H 1.18 -0.14 -0.26 0.380
H 2.50 0.48 -0.96 0.370
H -2.35 3.18 -1.88 0.203
H -3.54 1.92 -1.32 0.209
H -2.59 1.63 -2.73 0.216
H 0.29 -1.54 -1.46 0.486
H 1.19 -2.77 -1.19 0.491
O 0.28 -2.48 -1.26 -0.980
H -0.21 -1.21 1.89 0.510
H -0.13 0.30 1.39 0.505
O 0.40 -0.47 1.74 -1.014
H 3.21 0.54 2.89 0.478
H 2.35 -0.25 1.85 0.493
O 3.22 0.15 2.02 -0.981
H 3.15 -1.32 0.35 0.476
H 2.70 -2.54 1.15 0.468
O 3.22 -2.27 0.39 -0.941
H -1.57 -3.74 1.87 0.469
H -1.06 -3.33 0.52 0.500
O -1.54 -2.98 1.29 -0.966
```

The calculation puts the LUMO energy at 0.5 eV. The multiplicity is 1. The total energy comes out at -690.6027 Eh. For the energy relative to the best compared isomer or geometry (same formula, charge and spin), the calculation gives 0.794 eV.



Let's list maximum force in order: 0.0099; 0.0589; 0.0732; 0.0165; 0.0146; 0.0648; 0.0838; 0.0241 Eh/bohr.